Density functional theory data (ωB97M-V/def2-TZVPD) for a molecular structure, C24H19BrCl3HfN2O9P2.

```
61
Properties=species:S:1:pos:R:3:forces:R:3:mulliken_charge:R:1
Hf -0.38442 -0.05068 -0.80562 1.8 1.2 1.2 1.437
Br 4.85618 -4.07550 -2.68325 0.0 0.0 -0.1 -0.101
Cl 5.08371 -4.29036 1.72952 0.3 -0.1 0.1 -0.204
Cl 1.38361 -0.28624 1.54156 0.4 0.0 0.8 -0.106
Cl 0.72954 -4.57825 -1.43535 -0.1 -0.4 0.0 -0.146
P -2.85880 0.73856 -2.35118 -1.0 0.6 -1.3 0.450
P -2.75385 -1.20707 -0.36357 -1.4 -1.1 0.1 0.642
O 0.27221 -1.84933 -0.46332 1.1 -1.7 0.5 0.277
O -1.83460 -0.57139 0.65550 -1.0 0.2 0.4 -0.812
O -2.48776 0.00730 -3.69184 -0.6 0.3 0.1 -0.598
O -3.86113 1.86212 -2.84985 0.0 -0.3 0.4 -0.572
O 0.18928 -0.32777 -2.75104 -0.3 -0.1 -0.9 -0.908
O -4.22893 0.99462 -0.16518 -0.4 0.4 0.3 -0.498
O -1.64790 1.32802 -1.67536 -0.9 0.4 -0.4 -0.542
O -1.92615 -1.46208 -1.60944 -0.4 -0.1 0.0 -0.589
O -3.53860 -2.46251 0.17269 -0.2 0.7 -0.2 -0.578
N 1.47507 1.13357 -1.03763 0.9 -0.1 -0.1 0.078
N -0.46118 1.86691 0.62115 0.0 0.2 0.2 0.300
C 1.31876 -2.18461 -3.70393 -0.1 0.5 0.2 -0.539
C 3.21702 -2.36360 1.59873 0.0 0.0 -0.1 -0.918
C -3.96938 -0.03625 -1.07912 0.5 0.0 0.1 1.127
C 3.55460 -1.62557 -2.11786 -0.2 -0.1 -0.3 -0.539
C 0.52166 2.77672 0.39565 0.5 0.5 -0.2 0.190
C 1.57354 4.95957 0.67509 0.2 -0.1 -0.2 -0.853
C -1.44225 2.20857 1.43260 -0.1 -0.3 0.0 -0.240
C 1.71488 -3.74913 -0.29870 -0.2 0.6 0.2 0.604
C 2.39469 -3.03574 -3.68678 0.1 0.2 0.1 -0.690
C 1.30700 -2.45546 0.07948 0.5 -0.6 0.4 -0.860
C 2.86724 -4.31947 0.20924 0.0 0.1 0.1 -0.772
C 3.49026 -2.78143 -2.84963 0.2 0.0 0.0 -0.382
C -5.20095 -0.69142 -1.65533 0.0 -0.1 -0.1 -1.716
C 2.06486 -1.81579 1.07021 -0.4 -0.5 -0.5 0.909
C 2.45478 -0.74712 -2.10637 -0.4 -0.4 -0.5 0.131
C 2.59362 3.30293 -0.74998 -0.5 -0.5 0.0 -0.240
C -1.52409 3.45636 2.06720 0.2 0.3 0.0 -1.159
C 2.57889 4.57825 -0.17429 -0.1 0.3 0.3 -0.998
C 1.26135 -1.06490 -2.84394 1.5 -0.5 -0.6 0.941
C -0.54931 4.39221 1.83782 -0.1 -0.4 -0.1 -0.596
C 3.62274 -3.61252 1.13730 -0.4 0.3 -0.1 0.349
C 0.52357 4.06882 0.97889 -0.1 -0.4 -0.1 0.629
C 1.58464 2.39985 -0.47420 0.2 1.0 0.3 0.391
C 2.53802 0.46277 -1.37527 -0.1 0.3 -0.1 -0.347
H 3.18071 -5.29930 -0.11845 0.0 0.0 0.0 0.566
H 3.37304 5.26824 -0.41346 0.1 0.1 0.0 0.413
H 3.37768 3.05166 -1.44824 0.0 -0.1 -0.1 0.591
H -5.77292 -1.15457 -0.85523 0.0 0.0 0.0 0.406
H 2.38616 -3.92356 -4.29990 0.0 -0.1 0.0 0.445
H -2.35660 3.66280 2.72267 0.0 0.0 0.0 0.445
H -2.97347 -3.16889 0.49496 0.2 -0.4 0.2 0.376
H 3.53075 0.83808 -1.10898 -0.1 0.0 0.0 0.598
H 4.41303 -1.40160 -1.50413 0.2 0.0 0.1 0.528
H 3.79148 -1.84477 2.34627 0.1 0.1 0.1 0.523
H -2.20585 1.45858 1.59381 0.0 0.1 0.0 0.595
H 0.46403 -2.39676 -4.32771 -0.1 0.0 0.0 0.459
H 1.55651 5.94818 1.10581 0.0 0.1 0.1 0.449
H -1.67832 -0.52812 -3.61477 0.3 -0.1 0.1 0.520
H -4.84840 1.62433 -0.56742 0.1 -0.1 0.1 0.425
H -3.64010 2.31715 -3.66480 0.1 0.1 -0.3 0.367
H -0.57972 5.36721 2.29909 0.0 0.1 0.1 0.479
H -4.90397 -1.45898 -2.36592 -0.1 -0.1 -0.1 0.411
H -5.82427 0.04772 -2.15878 0.0 0.0 -0.1 0.451
```
Forces are in eV/Å.

Values from the calculation:
Total charge: +1
Kohn-Sham gap in eV: 7.08
Total energy in hartree: -6398.24788
Relative energy (zero: lowest compared OMol25 entry of this formula, charge and spin) in kJ/mol: 127.2